Entry 1:
This record from OMol25 describes C20H60CaN5O9P as an isolated structure at a distorted geometry. The level of theory is ωB97M-V with the def2-TZVPD basis set.

```
96
Properties=species:S:1:pos:R:3:forces:R:3
Ca -2.542 -4.541 0.461 1.25 2.66 0.07
P -0.772 -0.872 0.082 1.40 0.49 0.61
O -0.145 -2.193 0.700 0.27 -1.15 -0.03
O -0.344 -0.691 -1.400 -0.33 -0.05 1.17
O -0.357 0.321 1.049 -0.57 -1.31 -1.45
O -2.281 -1.209 0.212 -1.93 -0.57 -0.14
C 3.802 0.529 6.038 -0.35 0.88 0.91
C 4.395 -0.381 4.994 -0.87 -1.50 2.32
C 5.462 -1.274 5.679 0.28 -0.75 -2.36
O 5.714 -2.428 4.842 -2.12 1.91 -0.39
C 6.578 -3.309 5.431 2.14 -0.97 0.51
N 3.188 -1.279 4.569 0.91 0.65 -1.17
H 2.615 -1.559 5.353 -0.18 0.25 0.48
H 2.648 -0.756 3.895 -0.80 0.46 -0.03
H 3.381 -2.127 4.056 1.02 -0.56 -0.05
H 4.620 1.074 6.508 -0.14 0.60 -0.37
H 3.297 0.129 6.917 0.26 -1.19 -0.08
H 2.992 1.160 5.669 0.55 0.59 -0.47
H 4.778 0.263 4.203 -0.21 -0.82 -0.53
H 5.189 -1.651 6.665 -0.09 0.55 0.22
H 6.381 -0.691 5.623 0.08 0.17 0.86
H 7.001 -3.928 4.640 -0.31 -0.34 0.18
H 6.175 -3.892 6.259 -0.44 -0.20 -0.15
H 7.445 -2.798 5.851 0.18 0.27 0.08
C 0.265 4.976 -2.304 1.55 -0.58 -1.04
C 1.649 5.051 -1.699 0.57 0.15 3.90
C 1.699 6.060 -0.542 0.46 1.39 -0.34
O 2.970 6.127 0.084 -0.26 -0.83 -1.24
C 3.035 7.169 1.042 -0.36 -0.41 0.34
N 2.009 3.705 -1.017 -1.37 -0.66 -1.01
H 2.993 3.595 -0.816 0.24 0.19 0.47
H 1.395 3.462 -0.253 0.11 0.60 1.30
H 1.705 2.929 -1.588 0.43 -0.52 -1.12
H 0.117 5.885 -2.887 -0.28 -0.17 0.01
H -0.560 4.773 -1.622 0.31 0.14 0.15
H 0.430 4.131 -2.973 -1.04 0.02 -0.56
H 2.563 5.210 -2.273 -0.66 0.32 -0.82
H 0.918 6.067 0.219 -0.40 -1.17 0.16
H 1.425 6.994 -1.032 0.49 0.58 -0.28
H 4.061 7.256 1.399 -0.10 0.20 -0.36
H 2.425 6.852 1.888 -0.17 0.30 0.28
H 2.620 8.079 0.607 0.34 0.25 0.18
C -3.335 3.809 4.151 0.22 1.22 0.21
C -4.489 2.901 3.868 -0.85 -0.95 0.10
C -5.348 3.317 2.663 -0.62 0.19 -0.44
O -6.652 2.770 2.723 0.87 -0.78 1.01
C -7.500 3.078 1.633 0.24 0.28 -0.05
N -3.824 1.485 3.716 0.01 1.14 -1.13
H -3.509 1.050 4.571 -0.21 0.04 0.52
H -4.319 0.809 3.151 -0.62 -0.26 -0.12
H -2.990 1.705 3.189 0.73 -0.38 -0.45
H -2.639 3.924 3.320 0.13 -0.58 -0.18
H -2.800 3.541 5.062 0.05 -0.08 -0.08
H -3.654 4.845 4.269 -0.40 -0.11 0.33
H -5.160 2.736 4.710 0.01 0.46 0.07
H -4.862 3.137 1.705 0.28 -0.71 -0.26
H -5.435 4.403 2.619 0.15 0.36 0.66
H -6.994 2.759 0.722 -0.27 0.09 -0.33
H -7.722 4.145 1.618 0.12 0.16 -0.19
H -8.454 2.565 1.758 0.30 -0.19 0.10
C -4.655 0.274 -4.881 0.56 -0.64 0.30
C -5.136 -1.178 -5.015 0.26 1.24 -1.12
C -5.963 -1.381 -6.292 -1.08 -1.05 0.59
O -6.774 -2.526 -6.111 0.52 -0.68 -0.58
C -7.641 -2.790 -7.243 -0.68 0.31 0.49
N -3.896 -2.092 -5.106 -0.86 0.07 0.96
H -4.130 -3.039 -4.848 -0.29 -0.42 0.29
H -3.449 -2.192 -6.006 -0.01 0.61 -0.64
H -3.241 -1.716 -4.436 0.66 -0.07 0.30
H -5.514 0.893 -4.625 0.07 0.18 -0.70
H -4.051 0.554 -5.744 -0.57 0.49 -0.26
H -3.983 0.416 -4.034 0.08 -0.34 0.28
H -5.675 -1.387 -4.091 -0.01 -0.76 -0.29
H -5.348 -1.593 -7.166 0.46 0.62 -0.17
H -6.635 -0.543 -6.480 0.36 0.48 0.00
H -8.507 -2.147 -7.085 -0.35 -0.32 -0.13
H -7.908 -3.847 -7.267 -0.05 0.18 0.45
H -7.302 -2.564 -8.254 0.94 0.25 0.20
C 4.747 -3.082 -1.695 -1.34 -0.49 -0.54
C 4.363 -4.520 -2.132 1.32 0.02 0.43
C 4.274 -5.576 -1.000 -0.83 -0.14 0.59
O 4.079 -6.876 -1.486 -0.29 0.33 0.70
C 5.241 -7.448 -2.033 0.60 -0.05 -1.44
N 3.049 -4.535 -2.887 0.37 0.31 0.97
H 2.556 -5.395 -2.692 -0.14 -0.71 -0.08
H 2.501 -3.777 -2.507 -0.63 0.50 -0.15
H 3.190 -4.433 -3.882 -0.11 0.16 -0.37
H 3.955 -2.650 -1.083 0.19 -0.34 0.93
H 4.661 -2.374 -2.520 0.77 -0.26 -0.49
H 5.736 -3.082 -1.238 -0.25 0.17 -0.02
H 5.075 -4.857 -2.885 0.20 -0.10 0.23
H 3.418 -5.417 -0.343 -0.60 0.53 -0.33
H 5.038 -5.569 -0.222 0.92 0.41 -0.66
H 5.279 -7.070 -3.055 0.27 -0.62 -0.48
H 5.189 -8.536 -2.006 -0.24 0.20 -0.06
H 6.203 -7.140 -1.624 -0.21 0.17 0.80
```
Forces are in eV/Å.

Properties
E_tot (hartree): -2766.408082
LUMO level (eV): -9.84
Max |F| (eV/A): 3.95
Kohn-Sham gap (eV): 3.3313
ΔE to the lowest compared entry with this formula, charge and spin (kJ/mol): 954.75
Net charge: +4

Atomic partial charges in e from the Löwdin method, atoms 1 to 5: 1.313, -0.145, -0.550, -0.497, -0.536

---

Entry 2:
This record from OMol25 describes a 13-piece molecular cluster, C20H60F6N13O22S2 overall at a distorted geometry. The level of theory is ωB97M-V with the def2-TZVPD basis set.

```
123
Properties=species:S:1:pos:R:3:forces:R:3
C -22.091 0.184 7.521 -0.20 0.40 -0.29
F -21.666 -0.945 8.175 -0.37 1.85 -1.46
F -21.693 0.256 6.212 0.06 -0.90 1.44
F -23.445 0.143 7.478 1.18 0.16 0.40
S -21.421 1.858 8.330 -1.31 3.09 -0.02
O -21.205 2.915 7.283 -0.43 -3.29 1.85
O -22.472 2.256 9.351 2.80 -1.65 -2.93
N -19.907 1.327 8.890 -2.16 1.50 -2.04
S -20.088 1.441 10.423 -0.81 1.74 3.99
O -20.268 2.765 11.059 1.22 -1.72 -1.39
O -21.036 0.464 10.885 0.33 -0.68 0.66
C -18.442 0.775 11.005 0.35 0.84 -1.00
F -18.374 0.988 12.341 0.48 -0.50 -1.24
F -18.465 -0.486 10.665 -0.32 -1.95 0.91
F -17.295 1.176 10.364 -0.79 1.14 1.07
C -15.969 7.840 10.157 -0.20 -2.33 -3.51
O -14.822 8.037 9.928 3.82 1.53 0.40
N -16.572 7.841 11.305 -0.69 1.03 3.65
N -16.727 7.326 9.186 -2.30 -0.45 -1.52
H -15.918 8.239 11.964 -0.85 0.20 0.74
H -17.560 8.051 11.298 0.27 0.09 0.61
H -17.600 6.927 9.498 0.13 -0.28 -0.74
H -16.308 7.035 8.314 -0.16 0.14 0.37
C -9.092 5.035 10.548 4.25 -2.29 3.19
O -8.172 4.554 11.249 0.01 1.40 -1.15
N -9.126 6.112 9.819 1.61 3.91 -1.66
N -10.188 4.398 10.460 -4.16 -2.24 -0.24
H -10.027 6.549 9.682 0.51 0.29 -0.17
H -8.300 6.691 9.873 -0.39 0.23 -0.06
H -10.898 4.959 10.013 -0.94 -1.55 0.33
H -10.211 3.548 11.006 -0.94 0.26 -0.23
C -28.072 0.506 13.288 -0.52 5.60 6.17
O -28.390 0.389 14.486 -0.75 0.09 -0.93
N -27.835 1.694 12.696 -0.48 1.10 -1.30
N -27.594 -0.446 12.631 1.28 -5.72 -3.08
H -27.944 2.586 13.157 0.08 -0.49 -0.09
H -27.198 1.554 11.925 -0.02 1.17 0.14
H -27.728 -1.252 13.224 0.23 -0.91 -1.04
H -27.694 -0.406 11.627 0.21 -0.84 0.14
C -18.821 -8.434 5.186 -0.01 -2.65 0.00
O -19.077 -9.583 4.869 -0.71 -0.41 -0.20
N -19.362 -7.363 4.649 -1.33 1.61 -1.56
N -17.946 -8.154 6.131 2.26 1.15 2.08
H -19.015 -6.449 4.902 -0.79 -0.10 -0.30
H -20.215 -7.561 4.145 0.32 0.71 -0.22
H -17.754 -8.799 6.884 0.08 0.12 -0.49
H -17.745 -7.171 6.247 0.18 -0.41 0.70
C -21.995 -7.108 14.924 -1.94 3.79 -0.51
O -23.172 -7.186 15.042 -3.66 -0.42 -0.15
N -21.163 -7.976 15.250 4.23 -8.16 2.44
N -21.312 -6.055 14.575 2.05 5.22 -2.09
H -21.574 -8.889 15.385 0.58 -0.08 0.29
H -20.161 -7.853 15.285 -0.53 -0.25 -0.06
H -20.323 -6.166 14.401 -0.39 0.33 -0.11
H -21.690 -5.175 14.256 -0.33 -0.42 0.17
C -25.722 -0.860 -1.459 2.90 1.28 0.92
O -25.429 -1.777 -2.191 -0.64 -0.35 -0.61
N -24.821 0.091 -1.104 2.64 -0.01 -1.77
N -26.809 -0.625 -0.791 -5.65 -1.16 0.72
H -24.873 0.877 -0.471 -0.29 -0.34 -0.41
H -24.178 0.043 -1.881 1.02 0.93 0.73
H -27.569 -1.091 -1.265 -0.52 -0.24 0.62
H -27.085 0.293 -0.473 0.55 -0.12 -0.18
C -18.590 5.264 0.827 -0.73 1.54 1.00
C -18.341 6.333 1.908 0.99 0.74 -1.09
O -17.007 6.160 2.468 -1.60 -0.25 0.19
O -19.282 4.157 1.328 -0.01 -1.04 0.07
H -17.595 5.113 0.409 -0.11 -0.63 -0.39
H -19.313 5.645 0.105 0.45 0.26 -0.37
H -19.163 6.423 2.619 0.17 -0.48 0.43
H -18.288 7.320 1.448 0.01 -0.01 -0.26
H -17.109 5.334 2.947 0.64 -0.14 0.40
H -18.923 3.835 2.159 0.20 -0.02 0.04
C -31.244 3.620 4.057 0.62 -2.65 -0.97
C -30.309 2.930 5.030 -0.56 2.53 1.13
O -30.770 3.296 6.346 0.14 -1.33 0.20
O -31.498 4.960 4.348 -0.07 0.00 -0.21
H -32.161 3.036 3.987 -0.42 0.07 0.39
H -30.781 3.429 3.088 0.16 0.64 -0.54
H -29.335 3.411 4.947 0.41 -0.44 -0.35
H -30.260 1.854 4.865 -0.12 0.13 0.26
H -31.147 4.176 6.280 -0.01 0.16 -0.12
H -32.260 5.096 3.780 -0.15 0.89 0.22
C -14.071 -6.892 14.583 -0.01 -0.61 -2.02
C -13.682 -6.809 13.091 0.99 0.52 -0.54
O -12.942 -5.597 12.703 -0.95 -1.31 0.53
O -15.184 -6.056 14.777 -0.13 0.72 0.38
H -13.206 -6.655 15.202 -0.07 0.03 0.17
H -14.455 -7.902 14.730 0.63 -0.46 0.24
H -14.520 -7.034 12.432 -0.72 0.86 0.21
H -13.049 -7.616 12.722 0.62 -0.10 0.90
H -13.545 -4.850 12.742 -0.17 0.08 0.07
H -15.479 -6.219 15.676 -0.19 0.28 0.07
C -15.168 0.212 5.035 -0.44 -1.40 -0.93
C -16.043 -0.969 4.582 -1.58 0.03 0.53
O -16.866 -1.495 5.679 1.14 -0.03 -0.61
O -16.030 1.295 5.290 0.42 0.56 0.11
H -14.510 0.477 4.207 -0.08 0.28 -0.02
H -14.524 -0.075 5.866 -0.13 0.11 0.35
H -15.626 -1.817 4.039 0.66 0.01 0.60
H -16.788 -0.582 3.886 0.19 0.43 -0.33
H -17.046 -0.761 6.271 -0.21 -0.16 0.20
H -16.722 1.029 5.901 -0.03 0.17 0.14
C -18.390 -2.027 21.411 -0.27 0.44 0.03
C -17.352 -0.886 21.176 -3.54 -0.13 -1.43
O -16.170 -1.345 20.681 1.39 -0.68 0.03
O -17.945 -2.845 22.416 1.17 -1.38 2.49
H -18.568 -2.768 20.631 0.34 1.08 -1.46
H -19.385 -1.678 21.686 -0.09 0.86 -0.13
H -17.248 -0.130 21.955 -0.13 -0.42 0.58
H -17.891 -0.391 20.369 0.38 0.65 -0.31
H -15.888 -1.976 21.348 0.57 -0.32 -0.07
H -18.463 -3.653 22.384 0.18 -0.09 0.26
C -28.491 9.643 9.525 1.46 1.89 0.11
C -27.983 8.262 9.075 -1.50 0.47 -0.59
O -26.631 8.218 8.918 2.48 0.45 0.42
O -27.593 10.780 9.185 -1.25 -0.91 -0.30
H -28.718 9.741 10.587 0.07 -0.39 0.13
H -29.395 9.898 8.971 0.00 -0.17 0.10
H -28.399 8.150 8.073 -0.57 -0.59 0.00
H -28.319 7.496 9.773 -0.41 -0.06 -0.10
H -26.283 7.324 8.957 -0.18 -0.02 0.03
H -26.755 10.783 9.654 -0.09 -0.66 0.20
```
Forces are in eV/Å.

Properties
E_tot (hartree): -4560.596559
LUMO level (eV): 1.29
Max |F| (eV/A): 9.51
Kohn-Sham gap (eV): 8.1951
ΔE to the lowest compared entry with this formula, charge and spin (kJ/mol): 211.04
Net charge: -1

Atomic partial charges in e from the Löwdin method, atoms 1 to 5: -0.544, 0.101, 0.075, 0.102, 0.733